A single C3H5N3 molecule at a distorted geometry, computed with wB97M-V/def2-TZVPD.

Properties
Energy above the lowest of the compared OMol25 structures with the same formula, charge and spin ... 57.6 kcal/mol
E_LUMO ... 0.72 eV
Frontier orbital gap ... 9.2960 eV

Last column: Mulliken charge in e.
Cartesian coordinates (Å):
C: -0.02167 1.07404 0.38095  0.70
C: 0.82906 -0.94645 -0.24726  0.02
H: -2.27062 -0.02856 -0.78592  0.26
H: 2.72351 -1.11989 -0.14667  0.24
H: -2.18952 -0.78836 0.67545  0.24
H: -0.00225 2.83829 0.14166  0.28
C: -0.36974 -0.12850 -0.04377  -0.41
N: 1.97846 -0.44628 -0.00800  -0.64
N: -1.69886 -0.62310 -0.19520  -0.55
H: 0.61811 -1.98122 -0.52857  0.40
N: 0.40353 2.15002 0.75733  -0.53